Density functional theory data (ωB97M-V/def2-TZVPD) for 8 unconnected molecules or ions with the total composition C24H68N4O8 at a distorted geometry.

Structure (XYZ):
```
104
Properties=species:S:1:pos:R:3:mulliken_charge:R:1
C 0.8038 2.1046 4.2720 -0.60
O 0.2073 2.9839 5.2013 -0.38
C -0.9878 2.4566 5.7257 -0.32
C -1.5520 3.4275 6.7664 0.22
C -2.8973 3.0071 7.2961 -1.36
N -1.7714 4.7515 6.0812 -0.79
H 0.0724 1.5181 3.7062 0.15
H 1.4249 1.3620 4.7929 0.33
H 1.4406 2.6557 3.5864 0.23
H -1.7686 2.3511 4.9584 0.16
H -0.8085 1.4537 6.1406 0.34
H -0.8084 3.7261 7.5065 0.39
H -3.2884 3.7351 8.0109 0.46
H -2.9120 2.0551 7.8319 0.35
H -3.6464 3.0005 6.5005 0.19
H -0.8560 5.0997 5.8151 0.34
H -2.2487 4.5832 5.1982 0.26
C -2.5051 -1.1396 4.1600 -0.93
O -3.3107 -0.3257 5.0022 -0.28
C -4.5722 0.0242 4.4827 -0.50
C -5.4741 0.2073 5.7195 0.74
C -5.7150 -1.1081 6.4444 -1.49
N -6.7536 0.8433 5.4334 -0.66
H -2.2885 -0.6157 3.2235 0.32
H -2.9935 -2.0824 3.8891 0.42
H -1.6307 -1.3255 4.7788 0.31
H -4.5642 1.0210 4.0195 0.26
H -5.0035 -0.7146 3.8005 0.25
H -4.9240 0.8736 6.3882 -0.05
H -6.3925 -1.7296 5.8469 0.36
H -6.2560 -0.9628 7.3804 0.40
H -4.7714 -1.6154 6.6259 0.32
H -6.6262 1.6754 4.8707 0.25
H -7.4456 0.2538 4.9930 0.25
C 8.1031 0.4090 -4.3152 -0.76
O 7.0247 -0.3348 -3.8124 -0.30
C 5.8729 0.4399 -3.4825 -0.78
C 4.9841 -0.4005 -2.5772 0.19
C 4.6867 -1.7575 -3.1973 -1.41
N 3.7335 0.2858 -2.2413 -0.37
H 7.8589 0.8354 -5.2967 0.29
H 8.9537 -0.2537 -4.4597 0.25
H 8.3771 1.1932 -3.6003 0.31
H 6.2052 1.3715 -3.0119 0.50
H 5.3810 0.6311 -4.4494 0.32
H 5.5752 -0.4706 -1.6558 0.29
H 3.8367 -2.2220 -2.6957 0.31
H 5.5732 -2.3810 -3.1444 0.47
H 4.3737 -1.5950 -4.2332 0.25
H 3.8751 1.2927 -2.1650 0.25
H 3.1251 0.2540 -3.0622 -0.13
C 1.0068 -3.5093 -3.0228 -0.31
O 0.7241 -3.4465 -4.4055 -0.35
C 1.7498 -4.0282 -5.1833 -0.32
C 1.3159 -4.0274 -6.6459 0.13
C 1.0535 -2.6075 -7.1179 -1.13
N 0.1038 -4.8482 -6.8720 -0.78
H 0.1018 -3.2357 -2.4783 0.16
H 1.8068 -2.8045 -2.7764 -0.14
H 1.2474 -4.5294 -2.7041 0.44
H 2.7127 -3.5233 -5.0272 0.04
H 1.9047 -5.0736 -4.8713 0.47
H 2.0947 -4.4848 -7.2610 0.38
H 1.9451 -1.9832 -7.0417 0.34
H 0.2648 -2.1581 -6.5102 0.07
H 0.6976 -2.5657 -8.1477 0.42
H 0.2243 -5.6991 -6.3204 0.29
H -0.6487 -4.3934 -6.3520 0.33
C 1.4818 4.6207 0.9284 -1.23
C 1.3103 3.2470 0.2992 0.11
O 2.0829 2.3072 1.0426 -0.51
H 0.8940 5.3481 0.3696 0.37
H 2.5219 4.9496 0.8537 0.30
H 1.2472 4.5684 1.9901 0.25
H 1.6911 3.2313 -0.7263 0.25
H 0.2397 3.0165 0.3042 0.21
H 2.1113 1.4988 0.5145 0.26
C -4.1338 -2.1188 -0.6821 -1.12
C -4.1681 -0.7625 0.0097 0.52
O -5.0364 0.0623 -0.7654 -0.57
H -5.1555 -2.3541 -0.9730 0.36
H -3.6829 -2.8808 -0.0487 0.33
H -3.5278 -2.0326 -1.5849 0.22
H -3.1593 -0.3359 0.0406 0.04
H -4.5596 -0.8260 1.0300 -0.04
H -5.2776 0.8527 -0.2763 0.29
C -0.4210 0.6117 -5.2451 -1.39
C 0.7510 0.3417 -4.2980 0.51
O 1.8549 1.1657 -4.7307 -0.53
H -1.2268 -0.1236 -5.1557 0.34
H -0.0661 0.4315 -6.2652 0.35
H -0.8169 1.6246 -5.1928 0.41
H 1.0311 -0.7050 -4.3925 -0.01
H 0.4068 0.5819 -3.2895 0.00
H 1.5226 2.0641 -4.6290 0.32
C 0.2254 -0.5442 1.3061 -0.94
C 0.9684 -1.1178 0.1196 -0.04
O 1.3207 -0.0148 -0.7319 -0.37
H 0.8264 0.1532 1.8908 0.16
H -0.1548 -1.2713 2.0280 0.41
H -0.6236 0.0369 0.9328 0.24
H 0.3561 -1.8439 -0.4190 0.06
H 1.9021 -1.5801 0.4536 0.37
H 2.2427 -0.1328 -1.0183 0.36
```

Values from the calculation:
Calculated total energy   -48328.1450 eV
Highest occupied orbital energy   -9.13 eV
Total charge   0
F_max   2.165 eV/A
Lowest unoccupied orbital energy   0.38 eV
Energy relative to the best compared isomer or geometry (same formula, charge and spin)   0.9836 eV

---

Density functional theory data (ωB97M-V/def2-TZVPD) for 7 unconnected molecules or ions with the total composition C50H60Br2ClN2O at a distorted geometry.

Structure (XYZ):
```
116
Properties=species:S:1:pos:R:3:mulliken_charge:R:1
C 5.3344 3.8464 -0.5363 -1.36
C 4.0063 4.3073 -1.0833 -0.31
Br 4.0353 6.2592 -1.1991 -0.09
C 2.7633 3.9162 -0.2746 -0.66
Br 3.0707 3.8565 1.6430 0.01
C 2.1052 2.6245 -0.7541 -0.38
C 2.1990 1.4435 0.1359 -0.72
N 1.2381 0.6251 -0.0436 0.31
C 1.1220 -0.6009 0.7622 -0.95
C 0.9313 -1.8865 -0.0326 -0.17
C 1.4343 -3.0504 0.8001 -0.79
Cl 0.8188 -2.9682 2.4766 -0.18
C 0.3568 1.1485 -1.1366 -0.07
C -1.0169 0.5588 -1.4364 -1.37
C -1.9772 0.2261 -0.3171 -0.34
O -2.8962 -0.5563 -0.5286 -0.51
C 0.5551 2.6478 -0.9444 0.41
C -0.0913 3.2872 0.2790 -0.69
C -1.6038 3.5427 0.1524 -0.89
N -1.9329 4.7319 0.9555 -0.20
H 5.3093 2.7889 -0.2990 0.30
H 6.0880 4.0006 -1.2944 0.45
H 5.6182 4.4253 0.3250 0.44
H 3.8620 3.9575 -2.0932 0.49
H 2.0478 4.7114 -0.3913 0.73
H 2.6206 2.2710 -1.6497 0.72
H 2.9547 1.2360 0.8703 0.69
H 0.2954 -0.4734 1.4461 0.41
H 2.0221 -0.6360 1.3568 0.20
H -0.1241 -2.0293 -0.2094 0.17
H 1.4838 -1.8537 -0.9624 0.45
H 2.5078 -2.9978 0.8861 0.41
H 1.1169 -3.9956 0.3929 0.45
H 0.9275 0.9434 -2.0414 0.23
H -0.9231 -0.3070 -2.0705 0.56
H -1.5217 1.3077 -2.0371 0.54
H -1.8783 0.7003 0.6715 0.47
H 0.2899 3.2653 -1.7918 0.80
H 0.0775 2.7083 1.1824 0.15
H 0.3321 4.2604 0.4662 0.44
H -1.8594 3.7125 -0.8842 0.40
H -2.1349 2.6884 0.5523 0.34
H -2.1285 4.4367 1.9001 -0.37
H -2.7816 5.1601 0.6167 0.29
C 1.4322 8.4926 4.7347 -0.40
C 1.9094 7.3479 4.1086 -0.42
C 1.0935 6.6521 3.2276 0.05
C -0.1850 7.1108 2.9535 -0.42
C -0.6587 8.2523 3.5773 -0.52
C 0.1425 8.9406 4.4769 -0.53
H 2.0622 9.0312 5.4299 0.38
H 2.9120 6.9951 4.3161 0.41
H 1.4303 5.7453 2.7476 0.16
H -0.8157 6.5722 2.2559 0.48
H -1.6606 8.6023 3.3635 0.46
H -0.2339 9.8245 4.9741 0.38
C 3.8966 -0.0465 4.5146 -0.21
C 3.8852 1.3371 4.4025 0.45
C 4.3282 2.1245 5.4550 -0.47
C 4.7890 1.5262 6.6182 -0.49
C 4.8030 0.1430 6.7294 -0.42
C 4.3546 -0.6445 5.6792 -0.58
H 3.5474 -0.6640 3.6948 0.30
H 3.5292 1.8057 3.4935 -0.16
H 4.3142 3.2036 5.3701 0.42
H 5.1372 2.1382 7.4391 0.38
H 5.1636 -0.3221 7.6367 0.37
H 4.3619 -1.7225 5.7689 0.38
C -4.4351 -5.8836 -1.6178 -0.41
C -4.3056 -4.5200 -1.8443 -0.50
C -3.7416 -3.7057 -0.8726 -0.31
C -3.3091 -4.2573 0.3239 -0.38
C -3.4411 -5.6196 0.5543 -0.46
C -4.0075 -6.4326 -0.4170 -0.47
H -4.8667 -6.5193 -2.3797 0.40
H -4.6316 -4.0954 -2.7846 0.36
H -3.6356 -2.6446 -1.0458 0.51
H -2.8777 -3.6230 1.0826 0.47
H -3.1059 -6.0466 1.4910 0.41
H -4.1127 -7.4949 -0.2393 0.40
C -3.0758 4.5516 3.8275 -0.78
C -3.8500 3.5020 3.3516 0.00
C -5.1904 3.7076 3.0526 -0.59
C -5.7542 4.9635 3.2268 -0.36
C -4.9798 6.0134 3.7020 -0.68
C -3.6420 5.8068 4.0043 -0.10
H -2.0312 4.3935 4.0674 0.41
H -3.4119 2.5196 3.2218 0.51
H -5.7969 2.8881 2.6902 0.40
H -6.7985 5.1236 2.9944 0.40
H -5.4201 6.9923 3.8363 0.41
H -3.0359 6.6208 4.3796 0.51
C -0.9462 -5.4672 -2.5344 0.34
C 0.1579 -4.7633 -2.9965 -0.41
C 1.1330 -5.4043 -3.7490 -0.32
C 0.9999 -6.7525 -4.0456 -0.67
C -0.1039 -7.4578 -3.5850 -0.43
C -1.0746 -6.8172 -2.8288 -0.51
H -1.7038 -4.9654 -1.9490 0.08
H 0.2567 -3.7065 -2.7728 0.37
H 1.9936 -4.8544 -4.1079 0.39
H 1.7553 -7.2530 -4.6371 0.45
H -0.2087 -8.5090 -3.8180 0.39
H -1.9333 -7.3672 -2.4691 0.34
C -0.6043 -7.7560 -9.7579 -0.35
C -0.6978 -9.1281 -9.5736 -0.41
C -0.5126 -9.6731 -8.3114 -0.53
C -0.2395 -8.8447 -7.2323 -0.15
C -0.1479 -7.4725 -7.4149 0.09
C -0.3277 -6.9286 -8.6791 -0.58
H -0.7468 -7.3318 -10.7430 0.36
H -0.9150 -9.7732 -10.4145 0.36
H -0.5811 -10.7435 -8.1688 0.36
H -0.0982 -9.2707 -6.2472 0.25
H 0.0622 -6.8272 -6.5735 0.24
H -0.2526 -5.8586 -8.8235 0.36
```

Values from the calculation:
Calculated total energy   -210451.3055 eV
Highest occupied orbital energy   -10.52 eV
Total charge   +1
F_max   2.267 eV/A
Lowest unoccupied orbital energy   -3.83 eV

---

Density functional theory data (ωB97M-V/def2-TZVPD) for a single C25H34N2O3 molecule.

Structure (XYZ):
```
64
Properties=species:S:1:pos:R:3:mulliken_charge:R:1
C 3.0678 2.1098 -2.6369 -0.87
C 3.7293 1.1215 -2.0645 -0.23
C 4.1338 1.1238 -0.6241 -1.30
C 3.2835 0.1544 0.2282 0.19
C 3.5650 0.4210 1.7224 -1.08
C 2.7689 -0.4585 2.6286 0.01
C 3.2901 -1.3361 3.4660 -0.92
C 3.5548 -1.3161 -0.1329 -0.95
C 2.1827 -1.9805 -0.1264 -0.88
C 1.2617 -0.8656 -0.6088 0.41
N 1.8555 0.3386 -0.0647 1.57
C 1.2465 1.5286 0.0874 -0.54
O 1.8021 2.5025 0.5652 -0.65
C -0.2259 1.6080 -0.3217 1.03
C -0.5611 3.0062 -0.8325 -0.99
C -2.0225 3.0373 -1.2470 -0.57
C -2.9831 2.4509 -0.2287 0.61
O -4.1797 2.6713 -0.2972 -0.69
N -2.4713 1.6457 0.7283 0.14
C -3.3924 1.0792 1.6968 -1.26
C -4.1612 -0.1208 1.1170 -1.36
C -3.2291 -1.1376 0.5266 0.33
C -2.5642 -2.0598 1.3302 -0.27
C -1.6860 -2.9724 0.7857 -0.39
C -1.4488 -2.9912 -0.5898 0.37
O -0.5641 -3.9336 -1.0290 -0.47
C -0.3369 -4.0456 -2.4118 -0.85
C -2.1017 -2.0696 -1.3996 -0.35
C -2.9773 -1.1552 -0.8366 -0.54
C -1.0679 1.3545 0.9275 -0.79
H 2.7778 2.0818 -3.6743 0.31
H 2.7972 2.9947 -2.0852 0.30
H 3.9941 0.2437 -2.6413 0.31
H 5.1807 0.8280 -0.5264 0.62
H 4.0102 2.1293 -0.2231 0.42
H 4.6321 0.2827 1.9035 0.56
H 3.3069 1.4622 1.9263 0.36
H 1.6956 -0.3284 2.5713 0.25
H 2.6804 -1.9443 4.1126 0.30
H 4.3558 -1.4758 3.5503 0.29
H 4.2338 -1.7773 0.5815 0.40
H 3.9993 -1.3874 -1.1248 0.36
H 2.1334 -2.8596 -0.7647 0.52
H 1.9088 -2.2732 0.8866 0.39
H 0.2419 -1.0087 -0.2522 -1.02
H 1.2539 -0.8161 -1.7066 0.24
H -0.4667 0.8763 -1.0953 0.08
H 0.0761 3.2603 -1.6816 0.39
H -0.3641 3.7302 -0.0409 0.30
H -2.3537 4.0560 -1.4552 0.43
H -2.1626 2.4630 -2.1686 0.27
H -2.8223 0.7820 2.5787 0.50
H -4.1142 1.8518 1.9765 0.52
H -4.7562 -0.5661 1.9162 0.46
H -4.8341 0.2553 0.3464 0.45
H -2.7437 -2.0660 2.3959 0.45
H -1.1718 -3.6920 1.4031 0.47
H 0.1118 -3.1348 -2.8228 0.27
H 0.3597 -4.8742 -2.5307 0.24
H -1.2602 -4.2711 -2.9549 0.40
H -1.9422 -2.0547 -2.4665 0.45
H -3.4808 -0.4448 -1.4762 0.41
H -0.9798 0.3063 1.2349 0.31
H -0.6776 1.9833 1.7420 0.25
```

Values from the calculation:
Calculated total energy   -35599.9444 eV
Highest occupied orbital energy   -8.59 eV
Total charge   0
F_max   0.713 eV/A
Lowest unoccupied orbital energy   0.56 eV
Energy relative to the best compared isomer or geometry (same formula, charge and spin)   1.1703 eV